The following is a DFT calculation (wB97M-V/def2-TZVPD) of one molecule with the formula C19H20O10.

Structure (XYZ):
```
49
Properties=species:S:1:pos:R:3:forces:R:3
O 5.261 1.662 1.119 2.3558 0.4363 -0.5351
O -4.134 -2.388 0.111 -1.7493 -1.8270 1.2784
O 5.302 0.640 3.644 -2.2976 0.3048 0.1109
O -4.825 -1.477 -2.325 0.3415 0.0588 -0.4969
O 2.824 1.708 -0.386 1.0651 0.3457 -1.1327
O -1.732 -2.059 1.252 0.4124 1.2956 -1.3869
O -2.111 -0.357 -4.766 -0.4712 0.5585 -0.5483
O 0.374 -1.409 3.240 0.7660 -1.1015 2.0782
O -0.475 0.163 2.046 -0.7987 0.8902 1.2243
O 0.714 0.574 -1.372 0.5297 0.1681 0.6691
C 4.128 1.282 1.638 -4.5048 -0.6412 0.8991
C -3.321 -1.586 -0.524 3.5558 0.6514 -0.7071
C 4.073 0.858 2.996 -0.4989 -0.6329 -1.4511
C -3.602 -1.140 -1.826 1.1598 1.5997 0.6784
C 2.903 1.285 0.882 -1.3038 -0.3144 1.5520
C -2.037 -1.409 0.018 1.2410 1.0571 0.7426
C 2.818 0.470 3.500 0.0347 -1.1520 1.6392
C -2.664 -0.224 -2.425 -0.9720 -0.1025 -0.0384
C -1.482 0.141 -1.736 -2.1278 -0.8479 -2.3174
C 1.618 0.482 2.781 3.4769 1.4241 0.7194
C 1.675 0.918 1.494 0.9928 -0.9538 0.5940
C -1.124 -0.513 -0.634 -2.7109 -2.5646 2.3197
C -2.566 -0.041 -6.074 0.4082 -1.6198 -2.3478
C 2.713 -0.101 4.899 2.2947 -0.3495 -0.1997
C -2.903 0.321 -3.807 -0.0393 0.3439 0.5578
C -0.366 1.016 -2.168 -0.0722 -1.0017 -1.8237
C 0.293 -0.001 3.231 1.9581 -0.8870 -2.7893
C 0.305 0.676 1.010 -0.4628 2.2740 -2.5585
C 0.215 -0.190 -0.269 1.5762 0.5952 1.4212
H 5.100 2.079 0.276 0.0165 0.1837 -0.6738
H -3.599 -2.826 0.803 -0.4927 0.1686 -0.0542
H 5.907 0.709 2.917 1.0893 0.1207 -0.3520
H -5.203 -2.177 -1.765 0.2254 0.2947 -0.1310
H 2.012 1.347 -0.854 0.6016 0.2600 0.3862
H -0.993 -1.544 1.742 -1.6078 -0.9053 -1.0375
H 1.280 -1.661 3.548 -1.1436 0.1202 -0.3310
H -1.987 0.801 -6.492 -0.6197 0.1248 0.2919
H -3.694 0.014 -6.373 1.6521 0.2890 1.5362
H -2.250 -0.914 -6.722 -0.1223 0.8010 0.7240
H 1.727 -0.278 5.244 -0.9170 -0.0658 0.2655
H 3.194 0.626 5.511 0.1200 0.5978 1.0774
H 3.336 -1.010 5.099 -0.5535 0.4425 -0.5267
H -3.880 0.094 -4.115 -1.8064 -0.1345 0.0633
H -2.850 1.440 -3.859 0.5681 -0.6476 0.0222
H -0.651 2.038 -2.034 0.2970 0.9944 0.1923
H -0.047 0.820 -3.212 -0.4206 0.3998 0.3918
H 0.010 0.535 4.121 -1.2478 -0.3370 0.3265
H -0.114 1.684 0.786 -0.1968 -0.5052 -0.4816
H 0.828 -1.078 -0.166 0.3987 -0.2098 0.1593
```
Positions in Å, forces in eV/Å.

Output
LUMO   0.5 eV
Electronic energy   -40499.31063 eV
Gap between HOMO and LUMO   8.6 eV
Relative energy (zero: lowest compared OMol25 entry of this formula, charge and spin)   0.228 eV
HOMO energy   -8.12 eV
Strongest force on any atom   4.638 eV/A
SMILES string   COCc1c(O)c(O)c(O)c2c1CO[C@H]2[C@H]1O[C@@H](O)c2c(C)c(O)c(O)c(O)c21